Record 1
The following is a DFT calculation (ωB97M-V/def2-TZVPD) of a cluster of 2 separate species, C6H14N2O2 in total.

Geometry (Å):
C -0.477 2.642 -1.754
N -1.339 2.216 -0.618
C -1.762 0.947 -0.461
C -2.700 0.643 0.690
O -1.486 0.016 -1.234
H 0.328 1.894 -2.038
H -1.072 2.903 -2.722
H 0.091 3.424 -1.574
H -1.642 2.864 0.158
H -1.980 0.577 1.542
H -3.273 1.575 0.958
H -3.444 -0.135 0.587
C 1.255 -2.546 -1.058
N 1.039 -1.888 0.192
C 2.104 -1.251 0.805
C 1.732 -0.718 2.222
O 3.218 -1.427 0.384
H 2.229 -2.244 -1.435
H 1.243 -3.678 -0.836
H 0.524 -2.395 -1.893
H 0.085 -1.498 0.255
H 0.893 -0.062 2.157
H 1.806 -1.605 2.865
H 2.630 -0.254 2.808

Properties
Energy above the lowest of the compared OMol25 structures with the same formula, charge and spin, kJ/mol: 210.37
Structure (SMILES): CNC(C)=O.CNC(C)=O
Max |F|, eV Å⁻¹: 5.4
Orbital gap, eV: 9.78
Spin multiplicity: 1

Here are the Mulliken charges for atoms 1 to 6, given in e: -0.906 -0.180 0.753 -1.070 -0.640 0.252

Record 2
The following is a DFT calculation (ωB97M-V/def2-TZVPD) of a cluster of 3 separate species, C15H27N3O3P in total.

Geometry (Å):
C 1.703 0.190 3.054
O 1.766 0.726 1.768
C 0.535 0.546 1.051
P -1.015 1.480 1.775
C -2.222 0.351 0.775
C -3.523 -0.023 1.476
N -4.393 1.116 1.832
C -0.876 2.816 0.339
O -1.835 3.868 0.493
O -1.187 4.819 1.330
H 2.701 0.162 3.473
H 1.295 -0.823 3.055
H 1.091 0.792 3.711
H 0.727 0.966 0.068
H 0.371 -0.531 0.927
H -0.071 2.311 2.556
H -2.111 2.268 2.338
H -1.152 0.532 2.897
H -2.506 0.783 -0.183
H -1.734 -0.588 0.527
H -3.344 -0.637 2.347
H -4.095 -0.637 0.784
H -4.247 1.337 2.808
H -4.044 1.935 1.347
H -0.993 2.421 -0.666
H 0.105 3.272 0.428
H -1.920 5.176 1.851
N -2.374 -3.428 -0.738
C -1.052 -3.465 -0.872
C -0.397 -3.341 -2.089
C -1.162 -3.169 -3.231
C -2.541 -3.126 -3.109
C -3.093 -3.257 -1.844
H -0.492 -3.594 0.048
H 0.683 -3.372 -2.136
H -0.690 -3.066 -4.200
H -3.176 -2.988 -3.973
H -4.168 -3.217 -1.701
N 5.926 0.844 -1.690
C 5.477 0.157 -2.738
C 4.247 -0.482 -2.769
C 3.436 -0.406 -1.647
C 3.883 0.303 -0.544
C 5.129 0.907 -0.622
H 6.142 0.121 -3.595
H 3.933 -1.023 -3.653
H 2.467 -0.888 -1.629
H 3.276 0.385 0.353
H 5.518 1.476 0.216

Properties
Max |F|, eV Å⁻¹: 0.9
Orbital gap, eV: 5.99
Total charge: -1
Spin multiplicity: 1

Here are the Mulliken charges for atoms 1 to 6, given in e: -0.903 -0.284 -0.877 0.409 -0.541 -0.802

Record 3
The following is a DFT calculation (ωB97M-V/def2-TZVPD) of a structure of composition C35H52FeSb2.

Geometry (Å):
Fe 0.372 0.540 -0.534
C -0.406 4.344 0.585
Sb 0.950 2.707 0.666
C 2.785 3.671 0.247
C 1.091 2.359 2.756
H -0.066 5.112 1.279
H -1.406 4.022 0.863
H -0.426 4.760 -0.421
H 2.847 4.581 0.843
H 2.836 3.927 -0.809
H 3.610 3.009 0.503
H 1.523 3.227 3.251
H 1.723 1.489 2.934
H 0.097 2.175 3.163
C 4.641 -2.630 3.699
C 3.277 -2.871 3.768
C 2.419 -2.250 2.874
C 2.907 -1.398 1.882
C 4.281 -1.151 1.831
C 5.136 -1.763 2.732
C 1.940 -0.743 0.983
C 2.067 -0.179 -0.223
C 3.234 -0.288 -1.120
C 3.799 0.820 -1.745
C 4.894 0.678 -2.584
C 5.418 -0.581 -2.839
C 4.836 -1.697 -2.253
C 3.754 -1.553 -1.400
H 5.315 -3.106 4.399
H 2.879 -3.538 4.522
H 1.353 -2.439 2.939
H 4.687 -0.478 1.088
H 6.198 -1.561 2.680
H 0.937 -0.674 1.433
H 3.368 1.800 -1.590
H 5.329 1.552 -3.051
H 6.265 -0.693 -3.503
H 5.228 -2.685 -2.459
H 3.308 -2.424 -0.936
C -1.537 -0.655 3.270
C -2.159 -1.522 2.173
C -1.354 -2.814 2.023
C -3.606 -1.840 2.541
Sb -2.024 -0.444 0.282
C -3.584 1.077 0.327
C -4.991 0.511 0.150
C -3.265 2.064 -0.799
C -3.482 1.800 1.672
C -2.547 -1.823 -1.316
C -3.737 -2.721 -0.990
C -2.829 -0.986 -2.566
C -1.298 -2.671 -1.578
H -1.489 -1.239 4.196
H -2.129 0.237 3.478
H -0.520 -0.333 3.036
H -1.321 -3.326 2.991
H -0.323 -2.630 1.711
H -1.808 -3.500 1.309
H -3.620 -2.409 3.477
H -4.107 -2.439 1.782
H -4.191 -0.935 2.705
H -5.103 -0.045 -0.779
H -5.706 1.341 0.118
H -5.280 -0.142 0.975
H -3.424 1.637 -1.788
H -2.232 2.416 -0.749
H -3.920 2.938 -0.705
H -3.762 1.158 2.506
H -4.168 2.654 1.674
H -2.474 2.186 1.859
H -4.637 -2.155 -0.747
H -3.524 -3.396 -0.161
H -3.963 -3.342 -1.864
H -3.759 -0.422 -2.491
H -2.925 -1.660 -3.424
H -2.014 -0.291 -2.786
H -1.007 -3.275 -0.718
H -0.445 -2.049 -1.868
H -1.497 -3.354 -2.410
C 0.072 1.736 -5.029
C 0.701 0.549 -4.671
C 0.909 0.248 -3.333
C 0.482 1.123 -2.333
C -0.135 2.316 -2.704
C -0.344 2.621 -4.046
H -0.084 1.973 -6.073
H 1.037 -0.139 -5.436
H 1.424 -0.671 -3.074
H -0.481 3.023 -1.956
H -0.826 3.551 -4.319

Properties
Energy above the lowest of the compared OMol25 structures with the same formula, charge and spin, kJ/mol: 0.00
Max |F|, eV Å⁻¹: 1.1
Orbital gap (alpha / beta), eV: 6.78 / 7.78
Total charge: +1
Spin multiplicity: 2

Here are the Mulliken charges for atoms 1 to 6, given in e: -0.675 -1.233 0.736 -1.396 -1.142 0.557

Record 4
The following is a DFT calculation (ωB97M-V/def2-TZVPD) of a cluster of 2 separate species, C6H6N2O2 in total.

Geometry (Å):
O 1.633 -1.967 -0.491
C 1.178 -0.771 -0.541
C 1.866 0.290 0.032
C 1.213 1.436 0.449
N -0.084 1.699 0.117
C -0.842 0.720 -0.538
O -2.082 0.814 -0.620
N -0.070 -0.353 -1.024
H 2.950 0.329 0.369
H 1.776 2.248 0.961
H -0.553 2.536 0.282
H -0.605 -1.073 -1.550
C -1.147 -1.682 1.030
C -2.069 -1.295 0.309
H -0.532 -1.819 1.949
H -2.631 -1.114 -0.733

Properties
Energy above the lowest of the compared OMol25 structures with the same formula, charge and spin, kJ/mol: 361.93
Structure (SMILES): O=c1cc[nH]c(=O)[nH]1.C#C
Max |F|, eV Å⁻¹: 5.7
Orbital gap, eV: 9.65
Spin multiplicity: 1

Here are the Mulliken charges for atoms 1 to 6, given in e: -0.608 0.193 -0.328 -0.103 0.008 0.255

What did the third record say?
The following is a DFT calculation (ωB97M-V/def2-TZVPD) of a structure of composition C35H52FeSb2.

Geometry (Å):
Fe 0.372 0.540 -0.534
C -0.406 4.344 0.585
Sb 0.950 2.707 0.666
C 2.785 3.671 0.247
C 1.091 2.359 2.756
H -0.066 5.112 1.279
H -1.406 4.022 0.863
H -0.426 4.760 -0.421
H 2.847 4.581 0.843
H 2.836 3.927 -0.809
H 3.610 3.009 0.503
H 1.523 3.227 3.251
H 1.723 1.489 2.934
H 0.097 2.175 3.163
C 4.641 -2.630 3.699
C 3.277 -2.871 3.768
C 2.419 -2.250 2.874
C 2.907 -1.398 1.882
C 4.281 -1.151 1.831
C 5.136 -1.763 2.732
C 1.940 -0.743 0.983
C 2.067 -0.179 -0.223
C 3.234 -0.288 -1.120
C 3.799 0.820 -1.745
C 4.894 0.678 -2.584
C 5.418 -0.581 -2.839
C 4.836 -1.697 -2.253
C 3.754 -1.553 -1.400
H 5.315 -3.106 4.399
H 2.879 -3.538 4.522
H 1.353 -2.439 2.939
H 4.687 -0.478 1.088
H 6.198 -1.561 2.680
H 0.937 -0.674 1.433
H 3.368 1.800 -1.590
H 5.329 1.552 -3.051
H 6.265 -0.693 -3.503
H 5.228 -2.685 -2.459
H 3.308 -2.424 -0.936
C -1.537 -0.655 3.270
C -2.159 -1.522 2.173
C -1.354 -2.814 2.023
C -3.606 -1.840 2.541
Sb -2.024 -0.444 0.282
C -3.584 1.077 0.327
C -4.991 0.511 0.150
C -3.265 2.064 -0.799
C -3.482 1.800 1.672
C -2.547 -1.823 -1.316
C -3.737 -2.721 -0.990
C -2.829 -0.986 -2.566
C -1.298 -2.671 -1.578
H -1.489 -1.239 4.196
H -2.129 0.237 3.478
H -0.520 -0.333 3.036
H -1.321 -3.326 2.991
H -0.323 -2.630 1.711
H -1.808 -3.500 1.309
H -3.620 -2.409 3.477
H -4.107 -2.439 1.782
H -4.191 -0.935 2.705
H -5.103 -0.045 -0.779
H -5.706 1.341 0.118
H -5.280 -0.142 0.975
H -3.424 1.637 -1.788
H -2.232 2.416 -0.749
H -3.920 2.938 -0.705
H -3.762 1.158 2.506
H -4.168 2.654 1.674
H -2.474 2.186 1.859
H -4.637 -2.155 -0.747
H -3.524 -3.396 -0.161
H -3.963 -3.342 -1.864
H -3.759 -0.422 -2.491
H -2.925 -1.660 -3.424
H -2.014 -0.291 -2.786
H -1.007 -3.275 -0.718
H -0.445 -2.049 -1.868
H -1.497 -3.354 -2.410
C 0.072 1.736 -5.029
C 0.701 0.549 -4.671
C 0.909 0.248 -3.333
C 0.482 1.123 -2.333
C -0.135 2.316 -2.704
C -0.344 2.621 -4.046
H -0.084 1.973 -6.073
H 1.037 -0.139 -5.436
H 1.424 -0.671 -3.074
H -0.481 3.023 -1.956
H -0.826 3.551 -4.319

Properties
Energy above the lowest of the compared OMol25 structures with the same formula, charge and spin, kJ/mol: 0.00
Max |F|, eV Å⁻¹: 1.1
Orbital gap (alpha / beta), eV: 6.78 / 7.78
Total charge: +1
Spin multiplicity: 2

Here are the Mulliken charges for atoms 1 to 6, given in e: -0.675 -1.233 0.736 -1.396 -1.142 0.557

Question: max |F| of number 3 (C35H52FeSb2)?
Answer: 1.1 eV Å⁻¹

Question: Among the records above, which one has the highest max |F|?
Answer: C6H6N2O2